A gas-phase ion, C2H8N2O2P (charge -1), computed with ωB97M-V with the def2-TZVPD basis set.

Structure (XYZ):
```
15
Properties=species:S:1:pos:R:3:forces:R:3
N 1.835701 -0.315246 -0.482405 2.245 0.042 -1.539
O -0.378523 1.315971 -1.345191 -0.007 -0.609 0.539
O -0.706846 1.321859 1.295457 0.062 -0.512 -1.521
H 0.349838 -1.730763 -0.497108 0.118 -0.046 0.374
H -2.113935 -1.140690 -0.792305 0.301 -1.824 -1.765
H 1.520191 0.117605 -1.335975 0.110 -0.119 -0.773
H 1.362678 1.327032 0.320589 1.425 0.871 0.616
H 2.508995 0.522817 1.148500 0.071 0.298 -0.061
H -2.326269 -0.784287 0.870731 -0.214 0.745 -1.189
C -2.212988 -0.326699 -0.169664 -1.843 0.456 2.370
H -3.144639 0.220369 -0.477033 1.001 -0.204 0.494
P -0.696250 0.591930 -0.055363 0.925 0.462 1.834
H 1.032951 -1.138909 1.215571 -1.604 0.344 -2.340
N 2.301099 0.878349 0.211381 -1.667 -0.497 0.389
C 0.667999 -0.859333 0.092808 -0.921 0.594 2.572
```
Positions in Å, forces in eV/Å.

Output
HOMO-LUMO gap: 8.028 eV
Relative energy (zero: lowest compared OMol25 entry of this formula, charge and spin): 147.7 kJ/mol
Multiplicity: 1
Charge: -1
F_max: 3.0 eV/Å
HOMO energy: -3.89 eV